Computed, not measured: one molecule with the formula C18H26N4OS in a non-equilibrium geometry, with ωB97M-V/def2-TZVPD.

Results
Energy relative to the best compared isomer or geometry (same formula, charge and spin)   30.8 kcal per mole
Strongest force on any atom   1.069 eV/Å
SMILES   CCCCN(C)C(=O)c1nc2ccccn2c1CN1CCSCC1
HOMO level   -7.942 eV

Cartesian coordinates (Å):
1 C -5.169 -1.154 2.050
2 C -4.583 -0.502 0.804
3 C -3.756 -1.495 -0.008
4 C -3.210 -0.910 -1.313
5 N -2.310 0.213 -1.097
6 C -2.824 1.518 -1.432
7 C -1.065 -0.082 -0.676
8 O -0.739 -1.254 -0.485
9 C -0.073 0.989 -0.422
10 N -0.164 2.281 -0.831
11 C 0.943 2.878 -0.437
12 C 1.365 4.206 -0.601
13 C 2.578 4.577 -0.097
14 C 3.395 3.636 0.570
15 C 2.980 2.350 0.726
16 N 1.770 1.984 0.240
17 C 1.126 0.783 0.252
18 C 1.700 -0.412 0.925
19 N 2.993 -0.771 0.342
20 C 2.946 -1.034 -1.086
21 C 2.217 -2.313 -1.489
22 S 3.076 -3.766 -0.808
23 C 3.033 -3.218 0.928
24 C 3.666 -1.834 1.064
25 H -5.750 -0.435 2.623
26 H -5.819 -1.983 1.778
27 H -4.375 -1.539 2.686
28 H -5.397 -0.113 0.185
29 H -3.953 0.338 1.104
30 H -4.372 -2.361 -0.259
31 H -2.914 -1.845 0.590
32 H -4.029 -0.567 -1.947
33 H -2.654 -1.695 -1.835
34 H -3.057 1.560 -2.500
35 H -2.079 2.275 -1.206
36 H -3.738 1.714 -0.869
37 H 0.718 4.890 -1.123
38 H 2.929 5.591 -0.208
39 H 4.356 3.936 0.953
40 H 3.566 1.580 1.201
41 H 1.884 -0.177 1.982
42 H 0.953 -1.212 0.872
43 H 2.460 -0.183 -1.572
44 H 3.982 -1.084 -1.437
45 H 2.228 -2.433 -2.570
46 H 1.185 -2.315 -1.135
47 H 3.594 -3.955 1.498
48 H 1.993 -3.221 1.255
49 H 3.700 -1.557 2.123
50 H 4.694 -1.880 0.688

Force components x, y, z for each atom (eV/Å):
C 0.0362 0.2088 -0.1473
C 0.0311 -0.3096 0.0450
C -0.0383 0.3588 -0.1421
C 0.1089 -0.5673 0.1686
N -0.0659 -0.0941 -0.0196
C -0.0977 0.4728 -0.0255
C -0.2113 -0.1643 -0.0610
O 0.0517 -0.1284 0.0237
C 0.9545 0.2800 0.3911
N 0.1015 0.3823 -0.1723
C -0.1248 -0.3658 0.0248
C 0.4200 0.3331 0.1138
C -0.4060 0.0479 -0.2316
C 0.0019 -0.3619 0.1329
C 0.7891 0.4008 0.3373
N -0.6268 0.3128 -0.4488
C -0.6681 -0.7602 0.0316
C 0.0553 -0.1433 0.0605
N 0.0243 0.0743 0.0141
C -0.0467 0.0762 -0.2945
C 0.2577 -0.2256 0.2667
S -0.0961 0.0358 0.1004
C 0.0490 0.0416 -0.4777
C 0.1032 -0.0840 0.2311
H -0.0722 -0.0025 0.1205
H -0.0765 -0.1056 0.0231
H 0.0559 -0.0702 0.1100
H 0.0121 0.1104 -0.0260
H -0.0221 0.0949 -0.0685
H -0.0113 -0.0820 0.0078
H -0.0111 -0.0904 -0.0131
H 0.0513 0.0430 -0.0100
H -0.1294 0.1113 -0.0440
H -0.0334 0.0242 0.0036
H -0.3432 -0.0617 -0.1009
H -0.0394 -0.0145 -0.0207
H -0.0673 0.0700 -0.0507
H 0.0009 0.1030 -0.0318
H 0.0871 -0.0668 0.0593
H -0.0122 -0.0641 -0.0170
H -0.0245 -0.0373 -0.0177
H 0.1088 0.1868 0.0994
H 0.0643 0.0044 -0.0261
H -0.0904 0.0116 -0.0543
H -0.0528 0.0208 -0.0518
H 0.0117 0.0705 -0.1263
H -0.0312 -0.0170 0.0741
H 0.0214 -0.0287 0.1460
H 0.0355 0.0225 -0.0065
H -0.0350 -0.0532 0.1005